1.
Formula: C2H5IS
Source: OMol25
Level of theory: the ωB97M-V functional and the def2-TZVPD basis

Structure (SMILES): C[C@H](S)I
E_tot: -21090.020 eV
Energy relative to the best compared isomer or geometry (same formula, charge and spin): 0.6092 eV
Total charge: 0

CARTESIAN COORDINATES (ANGSTROEM)
1 C 0.8916 -0.3674 -0.0021
2 C -0.5752 -0.1271 0.1119
3 S -1.2392 0.9536 -1.0828
4 I -1.3138 0.1775 2.3777
5 H 0.9483 -0.6737 -1.0657
6 H 1.3795 0.6050 0.1078
7 H 1.2850 -1.1000 0.8760
8 H -1.2063 -1.0988 0.0199
9 H -0.1699 1.6310 -1.3427

These are the Mulliken partial charges, in e, on atoms 1 to 2: -1.01 -0.26

2.
Formula: C49H104BNO17Si2
Source: OMol25
Level of theory: the ωB97M-V functional and the def2-TZVPD basis

E_tot: -105221.509 eV
Total charge: 0

CARTESIAN COORDINATES (ANGSTROEM)
1 C -2.4418 3.0924 -0.0547
2 C -1.8215 2.7269 -1.5275
3 C -1.8517 1.1001 -1.7293
4 C -1.1985 0.5939 -3.1453
5 C -0.9608 1.7958 -4.2558
6 C -0.2613 1.2101 -5.6230
7 C -1.2361 1.1980 -6.9445
8 C -1.8590 -0.2765 -7.3014
9 C -2.9769 -0.8371 -6.2430
10 C -4.0943 0.2581 -5.7579
11 C -4.7474 -0.0952 -4.2590
12 C -5.1624 -1.6739 -4.0924
13 C -5.3960 -1.9303 -2.4563
14 C -4.5642 -3.2413 -1.9180
15 C -3.3593 -2.8968 -0.8557
16 C -2.9989 -4.1060 0.1918
17 C -2.8296 -5.5884 -0.4886
18 C -1.2774 -6.0524 -0.7606
19 Si -0.4168 -5.0093 -2.1667
20 O -0.1209 -6.0880 -3.5269
21 C 0.8414 -5.5130 -4.4805
22 C -0.0156 -4.9900 -5.8167
23 O 1.1126 -4.4545 -1.4981
24 Si 1.0756 -2.6892 -1.2121
25 B 0.9711 -2.4942 0.7318
26 O -0.0369 -1.6439 1.4048
27 O 1.9768 -3.2909 1.5022
28 C 2.7876 -2.4045 2.3550
29 C 4.3491 -2.9365 2.3680
30 N 2.6948 -2.0802 -1.7658
31 C 2.7096 -2.0246 -3.2800
32 C 3.0405 -0.7518 -1.1297
33 C 2.0857 0.5796 -1.0589
34 O 4.2590 -0.6668 -0.5362
35 H -2.5505 4.2643 0.0438
36 H -1.7669 2.7204 0.8501
37 H -3.5137 2.6139 0.1310
38 H -0.6848 3.0809 -1.5894
39 H -2.4457 3.2526 -2.3721
40 H -2.9532 0.7364 -1.5337
41 H -1.1866 0.6249 -0.8656
42 H -0.1895 -0.0073 -2.9466
43 H -1.9489 -0.1682 -3.6201
44 H -0.1521 2.5226 -3.7626
45 H -1.9184 2.4334 -4.4835
46 H 0.1434 0.1138 -5.4657
47 H 0.6688 1.8826 -5.8805
48 H -2.0623 2.0592 -6.9140
49 H -0.5387 1.4930 -7.8673
50 H -0.9432 -1.0410 -7.2512
51 H -2.2147 -0.3051 -8.4398
52 H -2.4282 -1.4012 -5.3520
53 H -3.5794 -1.6947 -6.8147
54 H -5.0223 0.2829 -6.5082
55 H -3.7140 1.3612 -5.6750
56 H -5.7342 0.5746 -4.2064
57 H -4.0640 0.3134 -3.3725
58 H -4.3357 -2.4411 -4.4087
59 H -6.1650 -1.8899 -4.6571
60 H -6.5426 -2.0977 -2.2666
61 H -5.0346 -0.9639 -1.8865
62 H -4.0630 -3.8818 -2.7883
63 H -5.3394 -3.9540 -1.3696
64 H -3.7582 -1.9890 -0.1921
65 H -2.3738 -2.4800 -1.3794
66 H -3.7446 -4.2023 1.0954
67 H -1.9409 -3.8347 0.6656
68 H -3.2760 -6.3711 0.2940
69 H -3.4227 -5.7503 -1.4844
70 H -1.3184 -7.1724 -1.1705
71 H -0.6194 -6.1013 0.2145
72 H -1.3009 -3.9249 -2.6124
73 H 1.4376 -4.5856 -4.0877
74 H 1.5656 -6.3419 -4.8832
75 H 0.1581 -5.7010 -6.7480
76 H 0.3020 -3.8791 -6.0309
77 H -1.1576 -5.1007 -5.5060
78 H -0.0336 -2.0237 -1.8903
79 H 0.3494 -0.7441 1.6558
80 H 2.3431 -2.4881 3.4589
81 H 2.6807 -1.3172 1.9261
82 H 5.0714 -2.2037 1.7743
83 H 4.6653 -3.0349 3.5033
84 H 4.4704 -3.9940 1.8563
85 H 3.0329 -3.0829 -3.6651
86 H 3.5123 -1.2360 -3.6781
87 H 1.6380 -1.8101 -3.7557
88 H 1.6965 0.7747 -2.1630
89 H 2.7734 1.5118 -0.7858
90 H 1.1745 0.4599 -0.2972
91 O 5.0513 -1.4442 4.5908
92 C 4.5502 -0.7736 5.4906
93 O 3.2675 -0.3601 5.4041
94 C 2.5307 0.2478 6.4821
95 C 2.7715 1.7440 6.5230
96 C 5.3799 -0.3225 6.6578
97 H 2.7500 -0.2411 7.4346
98 H 1.4712 0.0610 6.2763
99 H 3.8201 1.9780 6.7156
100 H 2.1641 2.2109 7.3050
101 H 2.5175 2.1992 5.5612
102 H 5.8996 0.6011 6.3939
103 H 6.1168 -1.1002 6.8817
104 H 4.8068 -0.1767 7.5735
105 O -2.4110 6.3112 -1.2823
106 C -2.6473 7.2876 -0.5743
107 O -1.9126 7.5245 0.5338
108 C -1.9724 8.7364 1.3099
109 C -3.0835 8.6632 2.3387
110 C -3.8147 8.1827 -0.8749
111 H -2.0521 9.6146 0.6644
112 H -1.0105 8.8200 1.8271
113 H -4.0634 8.5681 1.8670
114 H -3.0878 9.5604 2.9659
115 H -2.9548 7.7862 2.9798
116 H -4.7159 7.7619 -0.4238
117 H -3.9439 8.2326 -1.9606
118 H -3.6775 9.2106 -0.5393
119 O 0.3403 10.2758 0.7632
120 C 1.2405 10.1034 -0.0556
121 O 0.9746 10.1177 -1.3796
122 C 1.9768 10.1306 -2.4140
123 C 2.4225 8.7211 -2.7501
124 C 2.6343 9.7810 0.4002
125 H 2.8107 10.7845 -2.1471
126 H 1.5049 10.5769 -3.2960
127 H 2.8907 8.2319 -1.8939
128 H 3.1396 8.7305 -3.5772
129 H 1.5642 8.1057 -3.0354
130 H 2.7174 8.7054 0.5698
131 H 2.8240 10.3103 1.3392
132 H 3.4094 10.1080 -0.2929
133 O 3.1410 -8.1372 7.5600
134 C 3.4140 -7.4616 6.5703
135 O 2.4917 -6.6382 6.0271
136 C 2.7690 -5.6624 5.0046
137 C 2.6897 -6.2886 3.6263
138 C 4.7449 -7.6078 5.8909
139 H 3.7231 -5.1612 5.1861
140 H 1.9946 -4.8928 5.0935
141 H 3.4392 -7.0714 3.4959
142 H 2.8419 -5.5320 2.8498
143 H 1.7131 -6.7575 3.4742
144 H 4.6995 -8.4413 5.1867
145 H 5.5024 -7.8190 6.6521
146 H 5.0766 -6.7057 5.3767
147 O -3.6140 9.8419 5.3765
148 C -3.4847 8.9040 6.1602
149 O -2.9357 7.7399 5.7511
150 C -2.5551 6.6633 6.6289
151 C -3.7329 5.7487 6.9020
152 C -4.0185 9.0011 7.5601
153 H -2.0956 7.0444 7.5442
154 H -1.7766 6.0980 6.1052
155 H -4.5404 6.2743 7.4152
156 H -3.4260 4.8991 7.5205
157 H -4.1488 5.3692 5.9640
158 H -5.0757 8.7270 7.5616
159 H -3.9132 10.0357 7.9013
160 H -3.4758 8.3887 8.2803
161 O 2.4196 -8.1234 0.4040
162 C 2.6507 -8.6081 -0.7014
163 O 3.4968 -9.6532 -0.8281
164 C 3.6760 -10.4173 -2.0357
165 C 4.7067 -9.7667 -2.9373
166 C 2.0713 -7.9904 -1.9411
167 H 2.7215 -10.5876 -2.5401
168 H 4.0415 -11.4026 -1.7267
169 H 4.3882 -8.7745 -3.2624
170 H 4.8840 -10.3810 -3.8259
171 H 5.6534 -9.6363 -2.4049
172 H 2.7184 -7.1756 -2.2730
173 H 1.0816 -7.5902 -1.7000
174 H 1.9205 -8.6992 -2.7555

These are the Mulliken partial charges, in e, on atoms 1 to 2: -0.67 -0.12

3.
Formula: C32H79N3O13
Source: OMol25
Level of theory: the ωB97M-V functional and the def2-TZVPD basis

Structure (SMILES): CC1(C)CCCC(C)(C)N1O.CC1(C)CCCC(C)(C)N1O.COC[C@H](C)N.OCCO.OCCO.OCCO.OCCO.OCCO
E_tot: -65548.650 eV
Energy relative to the best compared isomer or geometry (same formula, charge and spin): 0.0000 eV
Total charge: 0

CARTESIAN COORDINATES (ANGSTROEM)
1 C -5.7644 -0.0985 1.8928
2 C -4.2730 -0.3634 1.7293
3 C -4.0559 -1.1031 0.3970
4 C -3.5962 1.0054 1.6925
5 C -2.0883 0.9011 1.8442
6 C -1.7159 0.0977 3.1080
7 C -2.4008 -1.2421 3.1998
8 C -1.7470 -2.2823 2.2968
9 C -2.2370 -1.7225 4.6442
10 N -3.8200 -1.0808 2.9169
11 O -4.4991 -2.3292 3.0345
12 H -6.3538 -1.0110 1.7624
13 H -6.0152 0.2970 2.8833
14 H -6.1377 0.6406 1.1805
15 H -4.1740 -2.1714 0.5947
16 H -4.8107 -0.8284 -0.3386
17 H -3.0537 -0.9408 0.0037
18 H -3.8689 1.4454 0.7318
19 H -3.9955 1.6105 2.5124
20 H -1.6613 0.4131 0.9574
21 H -1.6173 1.8836 1.9425
22 H -2.0329 0.7321 3.9384
23 H -0.6412 -0.0826 3.0600
24 H -2.1558 -3.2840 2.3521
25 H -0.6674 -2.3484 2.5209
26 H -1.6569 -1.9374 1.2633
27 H -2.7576 -1.0284 5.3063
28 H -1.1753 -1.7597 4.8864
29 H -2.6669 -2.7152 4.7740
30 H -5.2385 -2.1509 3.6240
31 C -0.3548 2.6034 -1.0024
32 C -1.2867 2.6592 -2.2457
33 C -2.6470 2.0827 -1.8971
34 C -1.4980 4.1257 -2.6521
35 C -0.3744 4.8037 -3.4421
36 C 0.1105 3.9013 -4.5795
37 C 0.3932 2.4653 -4.1237
38 C 0.6123 1.6400 -5.3886
39 C 1.7341 2.4667 -3.3691
40 N -0.7400 1.9264 -3.3871
41 O -0.4849 0.5647 -3.0319
42 H -0.9242 2.1559 -0.1796
43 H 0.5229 1.9755 -1.1199
44 H -0.0707 3.5974 -0.6563
45 H -2.5774 1.0100 -1.6968
46 H -2.9633 2.5481 -0.9579
47 H -3.4209 2.2566 -2.6425
48 H -2.3894 4.1674 -3.2891
49 H -1.7304 4.6604 -1.7285
50 H -0.8238 5.7026 -3.8744
51 H 0.4225 5.1571 -2.7822
52 H 1.0927 4.2880 -4.8613
53 H -0.5957 3.9647 -5.4061
54 H 0.8344 0.6006 -5.1166
55 H 1.4440 1.9343 -6.0305
56 H -0.2668 1.6187 -6.0444
57 H 1.7706 3.1962 -2.5579
58 H 2.5739 2.7064 -4.0246
59 H 1.9399 1.4771 -2.9519
60 H -1.0427 0.0946 -3.6604
61 C 1.1559 6.2037 0.1088
62 O 0.7609 5.3922 1.1898
63 C 1.7190 5.2805 2.2407
64 C 2.7001 4.1602 2.0024
65 C 1.9910 2.8323 2.0647
66 N 3.7240 4.2030 3.0836
67 H 0.2707 6.3176 -0.5178
68 H 1.9571 5.7604 -0.5009
69 H 1.5009 7.1943 0.4319
70 H 2.2083 6.2543 2.4038
71 H 1.1150 5.1442 3.1431
72 H 3.0943 4.2972 0.9851
73 H 2.5754 1.9891 1.6864
74 H 1.0910 2.8653 1.4381
75 H 1.6034 2.5656 3.0513
76 H 4.3789 3.4486 2.8586
77 H 4.3285 5.0153 2.9372
78 O -1.2996 -6.4353 -0.9542
79 C -1.1867 -5.0864 -1.4297
80 C -1.7899 -4.1395 -0.4383
81 O -3.1585 -4.4289 -0.2146
82 H -0.5943 -6.9501 -1.3517
83 H -0.1575 -4.7853 -1.6670
84 H -1.6976 -5.0068 -2.4049
85 H -1.7030 -3.1255 -0.8311
86 H -1.2105 -4.1825 0.4897
87 H -3.2210 -5.3900 -0.1490
88 O 2.2096 -3.2798 -3.2864
89 C 1.7373 -3.3153 -4.6233
90 C 0.5262 -2.4570 -4.6697
91 O 0.3288 -2.1019 -6.0412
92 H 2.9983 -3.8236 -3.1936
93 H 2.4783 -2.9514 -5.3422
94 H 1.5549 -4.3598 -4.8937
95 H 0.6159 -1.5855 -4.0147
96 H -0.3707 -3.0034 -4.3446
97 H -0.2935 -1.3782 -6.1414
98 O 1.1676 -2.4421 -0.8721
99 C 0.9435 -1.0650 -0.6749
100 C 1.3276 -0.6246 0.7161
101 O 2.7490 -0.6595 0.8185
102 H 1.6970 -2.6542 -1.6591
103 H 1.4951 -0.4332 -1.3757
104 H -0.1274 -0.8275 -0.7398
105 H 0.8506 -1.2421 1.4842
106 H 0.9806 0.4139 0.8132
107 H 3.0105 -0.6360 1.7513
108 O 2.1274 -4.1422 1.2296
109 C 3.2641 -4.8793 0.7834
110 C 4.5106 -4.1039 0.5070
111 O 4.4029 -3.3744 -0.7113
112 H 1.8107 -3.5184 0.5397
113 H 3.4041 -5.6358 1.5591
114 H 3.0763 -5.4233 -0.1572
115 H 5.2984 -4.8431 0.3265
116 H 4.7863 -3.4273 1.3218
117 H 3.9764 -2.5266 -0.4812
118 O 3.5850 -0.5266 3.5519
119 C 2.8541 -1.5769 4.1942
120 C 1.6177 -1.0424 4.8690
121 O 1.9410 0.0086 5.7527
122 H 4.4717 -0.5388 3.9172
123 H 2.6364 -2.4317 3.5410
124 H 3.4802 -2.0053 4.9861
125 H 1.1880 -1.8170 5.5065
126 H 0.8294 -0.7904 4.1460
127 H 2.3230 0.7306 5.2399

These are the Mulliken partial charges, in e, on atoms 1 to 2: -2.15 2.07

4.
Formula: C6H14N2O
Source: OMol25
Level of theory: the ωB97M-V functional and the def2-TZVPD basis

Structure (SMILES): CC(C)=C(O)C(C)(N)N
E_tot: -11474.395 eV
Energy relative to the best compared isomer or geometry (same formula, charge and spin): 3.3754 eV
Total charge: 0

CARTESIAN COORDINATES (ANGSTROEM)
1 C -0.6955 -2.3066 -1.0958
2 C 0.0102 -1.0319 -0.6933
3 C 1.4269 -0.9791 -1.1910
4 C -0.7171 0.0247 -0.2260
5 O -2.0688 -0.2348 0.0622
6 C -0.1808 1.1165 0.6323
7 C 1.0452 1.9100 0.2257
8 N 0.3906 0.1034 1.9873
9 N -1.1890 1.9625 1.1081
10 H -1.0206 -2.2645 -2.1420
11 H -1.5654 -2.5193 -0.4708
12 H -0.0153 -3.1555 -0.9835
13 H 2.0715 -1.5631 -0.5303
14 H 1.4778 -1.4021 -2.2015
15 H 1.8323 0.0231 -1.2791
16 H -2.6077 0.4593 -0.3426
17 H 0.9463 2.3234 -0.7838
18 H 1.2009 2.7482 0.9142
19 H 1.9365 1.2887 0.2928
20 H 1.2768 -0.3785 2.1472
21 H -0.3724 -0.5524 2.1515
22 H -1.2597 2.9140 0.7841
23 H -1.9228 1.5140 1.6345

These are the Mulliken partial charges, in e, on atoms 1 to 2: -1.46 1.14

E_tot of number 4 (C6H14N2O)?
-11474.395 eV